Record 1
C8H23ClIO2P2Tc | wB97M-V/def2-TZVPD

Its multiplicity is 4. The total charge is +3. The calculation puts the electronic energy at -54133.13943 eV.

CARTESIAN COORDINATES (ANGSTROEM)
I (0.022, -0.695, -2.180)
Tc (0.023, -0.816, 0.428)
Cl (-0.032, -3.095, 0.148)
P (2.105, -0.089, 0.797)
P (-2.043, -0.043, 0.821)
O (-0.164, -1.651, 2.767)
O (0.026, 2.216, -3.477)
C (-2.885, 0.492, -0.722)
C (2.410, 1.320, 1.916)
C (-3.258, -1.309, 1.372)
C (0.027, 1.133, -3.960)
C (0.027, 0.664, -5.374)
C (2.955, 0.435, -0.717)
C (-2.425, 1.382, 1.910)
C (3.296, -1.360, 1.375)
H (-2.004, 1.204, 2.908)
H (-2.502, -0.157, -1.523)
H (0.034, 1.523, -6.069)
H (-3.976, 0.372, -0.680)
H (1.950, 1.145, 2.898)
H (2.558, -0.195, -1.519)
H (3.493, -1.202, 2.442)
H (-0.132, -1.211, 3.631)
H (-3.440, -1.189, 2.450)
H (-1.976, 2.284, 1.471)
H (-2.623, 1.536, -0.927)
H (2.826, -2.342, 1.226)
H (1.958, 2.219, 1.474)
H (-0.885, 0.064, -5.543)
H (2.700, 1.476, -0.923)
H (-4.202, -1.224, 0.823)
H (3.497, 1.438, 2.032)
H (-2.808, -2.290, 1.174)
H (4.221, -1.276, 0.789)
H (4.036, 0.287, -0.639)
H (-0.229, -2.612, 2.924)
H (0.935, 0.055, -5.540)
H (-3.516, 1.510, 2.015)


Record 2
C8H23InNO5 | wB97M-V/def2-TZVPD

Its multiplicity is 1. The total charge is +3. The relative energy (zero: lowest compared OMol25 entry of this formula, charge and spin) comes out at 138.0 kcal per mole.

CARTESIAN COORDINATES (ANGSTROEM)
In (-1.760, -1.936, 1.038)
O (-0.428, 0.194, -3.337)
O (1.637, -4.887, -0.624)
O (-2.866, 1.353, -2.304)
O (1.117, 1.792, 1.234)
O (0.226, -6.490, 1.383)
N (-1.430, 2.564, 2.507)
C (-0.593, 3.506, 1.796)
C (2.499, 1.581, 1.106)
C (1.459, -6.944, 0.902)
C (-0.814, 4.919, 2.357)
C (0.852, 3.034, 1.840)
C (1.635, -6.295, -0.543)
C (-2.410, 1.448, -3.652)
C (-0.876, 1.475, -3.770)
H (-0.507, 2.253, -3.102)
H (-0.514, 4.804, 3.399)
H (-2.384, 2.891, 2.455)
H (1.465, 3.796, 1.359)
H (-1.868, 5.192, 2.290)
H (-0.744, 3.666, 0.729)
H (2.239, -6.617, 1.590)
H (1.312, -8.024, 0.877)
H (-2.906, 2.353, -4.004)
H (2.604, -6.696, -0.841)
H (-0.633, 1.669, -4.814)
H (-0.645, -0.406, -4.055)
H (-3.734, 1.759, -2.236)
H (3.046, 1.755, 2.032)
H (-2.854, 0.631, -4.221)
H (1.938, -4.624, -1.497)
H (2.843, 2.229, 0.300)
H (-1.214, 2.776, 3.471)
H (-0.121, 5.680, 2.000)
H (2.606, 0.535, 0.817)
H (-0.159, -7.259, 1.809)
H (1.164, 2.971, 2.882)
H (0.817, -6.648, -1.170)


Record 3
C8H23N4 | wB97M-V/def2-TZVPD

Its multiplicity is 3. The total charge is +1. The relative energy (zero: lowest compared OMol25 entry of this formula, charge and spin) comes out at 0.0 kcal per mole.

CARTESIAN COORDINATES (ANGSTROEM)
N (-2.648, -0.997, 0.270)
N (0.918, -1.321, 1.337)
N (-0.907, 1.171, 0.965)
N (2.686, -0.463, 0.084)
C (3.368, -1.717, 0.371)
C (-0.105, 1.287, -1.259)
C (-4.030, -0.552, 0.635)
C (3.182, 0.339, -0.988)
C (0.082, 1.649, 0.195)
C (1.467, -0.369, 0.578)
C (-2.405, -1.432, -1.058)
C (0.798, 2.800, 0.583)
H (-4.807, -1.223, 0.294)
H (-1.060, 1.713, 1.785)
H (-2.409, -1.950, 0.693)
H (0.286, 0.351, -1.514)
H (1.015, 2.761, 1.603)
H (0.158, -1.103, 1.917)
H (4.404, -1.595, 0.009)
H (3.497, -0.247, -1.860)
H (1.368, -2.308, 1.571)
H (-2.655, -0.576, -1.675)
H (-1.389, -1.768, -1.011)
H (-1.460, 0.336, 0.806)
H (2.766, -2.559, -0.074)
H (2.421, 1.074, -1.290)
H (0.599, 1.841, -1.900)
H (-4.144, -0.417, 1.858)
H (3.469, -1.989, 1.524)
H (-3.084, -2.273, -1.221)
H (1.752, 2.739, 0.071)
H (4.124, 0.743, -0.650)
H (-1.173, 1.561, -1.499)
H (0.395, 3.639, 0.070)
H (-4.194, 0.439, 0.148)


Record 4
C8H24AsF6IrN4O2SSb | wB97M-V/def2-TZVPD

Its multiplicity is 6. The total charge is +2. The relative energy (zero: lowest compared OMol25 entry of this formula, charge and spin) comes out at 6.5 kcal per mole.

CARTESIAN COORDINATES (ANGSTROEM)
Ir (1.382, -1.190, 0.040)
Sb (3.530, -3.735, -0.871)
As (-2.889, 3.690, -0.937)
S (-2.548, 1.778, 0.059)
F (2.225, -2.448, -1.692)
F (1.945, -4.560, -0.277)
F (3.608, -4.726, -2.423)
F (4.802, -2.471, -1.386)
F (4.645, -4.722, 0.218)
F (3.181, -2.470, 0.640)
O (0.078, 2.625, -0.659)
O (0.147, 0.390, -0.596)
N (2.697, 0.315, -1.108)
N (2.028, 1.550, -1.083)
N (1.699, -0.707, 2.177)
N (-0.393, -2.336, -0.604)
C (0.688, 1.574, -0.759)
C (-2.215, 3.692, -2.726)
C (-2.086, 5.093, 0.081)
C (-4.794, 3.907, -0.975)
C (-0.242, -2.140, 2.736)
C (-0.197, -3.282, 1.700)
C (1.137, -1.678, 3.176)
C (-1.095, -3.095, 0.482)
H (-2.729, 2.917, -3.291)
H (-2.493, 5.076, 1.090)
H (-1.036, -1.727, -1.103)
H (-5.008, 4.899, -1.372)
H (2.692, -0.566, 2.357)
H (-1.011, 4.924, 0.106)
H (-2.307, 6.046, -0.398)
H (-0.794, -2.468, 3.616)
H (1.831, -2.514, 3.244)
H (-2.419, 4.669, -3.161)
H (-1.395, -4.058, 0.073)
H (-0.466, -4.219, 2.187)
H (2.811, -0.026, -2.063)
H (1.242, 0.193, 2.318)
H (1.109, -1.180, 4.145)
H (-0.003, -2.994, -1.277)
H (3.624, 0.393, -0.693)
H (-5.192, 3.819, 0.034)
H (2.551, 2.407, -1.173)
H (-0.798, -1.276, 2.350)
H (-5.227, 3.144, -1.617)
H (-1.147, 3.497, -2.679)
H (0.827, -3.463, 1.351)
H (-2.000, -2.547, 0.743)


Record 5
C8H24BF4O4RbS4 | wB97M-V/def2-TZVPD

Its multiplicity is 1. The total charge is 0. The relative energy (zero: lowest compared OMol25 entry of this formula, charge and spin) comes out at 43.3 kcal per mole.

CARTESIAN COORDINATES (ANGSTROEM)
Rb (2.351, -3.933, 3.263)
S (-1.115, 2.034, -0.852)
S (3.163, 1.331, -2.743)
S (-1.560, -5.992, -2.006)
S (1.201, 3.304, 3.788)
F (-0.983, -1.846, 1.989)
F (0.835, -2.811, 1.135)
F (0.506, -0.555, 0.882)
F (1.055, -1.419, 2.892)
O (-0.128, -6.444, -2.242)
O (0.984, 4.150, 5.041)
O (1.956, 1.965, -3.438)
O (-0.940, 2.244, -2.339)
C (-1.389, -4.227, -1.707)
C (2.396, 0.572, -1.249)
C (3.927, 2.727, -1.827)
C (1.006, 1.565, 4.366)
C (-2.221, 0.623, -0.569)
C (-2.289, 3.309, -0.204)
C (-2.373, -5.725, -3.633)
C (-0.320, 3.336, 2.737)
B (0.362, -1.624, 1.702)
H (-0.199, 2.640, 1.907)
H (1.909, 1.343, -0.653)
H (-2.624, 2.985, 0.783)
H (-0.392, 4.339, 2.321)
H (-0.867, -3.699, -2.504)
H (3.171, 3.371, -1.382)
H (-1.154, 3.084, 3.390)
H (-3.252, 0.978, -0.555)
H (-1.729, -5.150, -4.300)
H (-1.963, 0.251, 0.423)
H (4.540, 3.329, -2.497)
H (0.089, 1.562, 4.958)
H (4.595, 2.320, -1.064)
H (-0.830, -4.080, -0.783)
H (-3.274, -5.120, -3.521)
H (1.717, -0.217, -1.555)
H (0.868, 0.842, 3.563)
H (-2.139, -0.175, -1.303)
H (3.226, 0.298, -0.593)
H (-2.357, -3.735, -1.595)
H (1.822, 1.247, 5.013)
H (-1.738, 4.244, -0.130)
H (-3.202, 3.418, -0.788)
H (-2.643, -6.659, -4.122)


Record 6
C8H24BrMnNO7 | wB97M-V/def2-TZVPD

Its multiplicity is 6. The total charge is 0. The relative energy (zero: lowest compared OMol25 entry of this formula, charge and spin) comes out at 8.4 kcal per mole.

CARTESIAN COORDINATES (ANGSTROEM)
Br (2.105, -1.378, 0.631)
Mn (0.056, -0.085, -0.101)
O (-1.653, 1.174, -0.561)
O (-0.317, 0.758, 1.879)
O (-1.558, -1.543, 0.148)
O (-2.082, 2.626, -2.118)
O (1.077, 1.815, -0.496)
O (-3.679, 1.476, -1.228)
O (0.020, -0.922, -2.148)
N (-2.493, 1.741, -1.361)
C (-1.249, -2.921, 0.549)
C (1.192, -0.724, -2.907)
C (-1.508, 0.359, 3.956)
C (1.543, -1.952, -3.735)
C (-1.083, -3.076, 2.039)
C (3.012, 3.258, -0.078)
C (2.214, 2.457, -1.093)
C (-1.524, 1.045, 2.603)
H (-0.117, -2.722, 2.390)
H (-2.517, -1.457, 0.169)
H (1.876, 3.068, -1.936)
H (3.869, 3.743, -0.546)
H (-1.177, -4.137, 2.291)
H (1.070, 0.177, -3.518)
H (-2.329, 0.647, 2.003)
H (-2.047, -3.594, 0.226)
H (-1.311, -0.711, 3.851)
H (-1.906, -2.586, 2.564)
H (2.386, 4.018, 0.398)
H (-0.636, -1.314, -2.732)
H (0.380, 2.483, -0.401)
H (-0.729, 0.751, 4.613)
H (-2.479, 0.453, 4.445)
H (-0.328, -3.205, 0.042)
H (3.388, 2.608, 0.715)
H (-1.569, 2.110, 2.827)
H (0.933, -2.005, -4.648)
H (1.239, -2.848, -3.186)
H (2.046, -0.510, -2.263)
H (0.427, 1.225, 2.275)
H (2.868, 1.713, -1.554)
H (2.590, -2.017, -4.005)